This record from the Open Molecules 2025 dataset describes one molecule with the formula C3H5N5. The level of theory is ωB97M-V/def2-TZVPD.

Summary:
frontier orbital gap	9.41	eV
charge	0
SMILES string	[H]/N=C/Nc1cnn[nH]1
energy above the lowest of the compared OMol25 structures with the same formula, charge and spin	3.3688	eV
HOMO energy	-9.21	eV

Element x y z (Å)
H1 2.756 -1.480 0.109
N1 1.740 -1.171 -0.084
C1 1.812 0.140 0.120
N2 0.668 0.847 -0.168
C2 -0.644 0.349 -0.229
C3 -1.790 0.898 -0.068
N3 -2.726 -0.165 0.154
N4 -2.169 -1.263 0.045
N5 -0.850 -1.025 -0.141
H2 2.646 0.815 0.351
H3 0.856 1.793 0.551
H4 -2.304 1.900 -0.340
H5 0.006 -1.639 -0.299

This record from the Open Molecules 2025 dataset describes one molecule with the formula C3H5N5O. The level of theory is ωB97M-V/def2-TZVPD.

Summary:
frontier orbital gap (alpha / beta)	7.47 / 7.47	eV
charge	0
SMILES string	[H]/N=c1/[nH]c(=O)[nH]nc1N
energy above the lowest of the compared OMol25 structures with the same formula, charge and spin	1.9415	eV
HOMO energy (alpha / beta)	-7.33 / -7.34	eV

Element x y z (Å)
H1 -1.744 1.686 -1.055
N1 -0.835 1.951 -0.689
C1 -0.199 0.971 -0.198
N2 1.089 1.104 0.286
C2 1.615 -0.044 0.818
O1 2.359 -0.159 1.742
N3 1.413 -1.313 -0.312
N4 0.150 -1.400 -0.654
C3 -0.616 -0.461 -0.095
N5 -1.964 -0.715 0.040
H2 1.493 2.017 0.463
H3 2.021 -1.969 -0.823
H4 -2.236 -1.685 0.054
H5 -2.544 0.016 0.423

This record from the Open Molecules 2025 dataset describes one molecule with the formula C3H5N5O. The level of theory is ωB97M-V/def2-TZVPD.

Summary:
frontier orbital gap	8.88	eV
charge	0
SMILES string	Nn1[nH]nc/c1=N\C=O
energy above the lowest of the compared OMol25 structures with the same formula, charge and spin	5.4131	eV
HOMO energy	-9.35	eV

Element x y z (Å)
N1 -1.019 -1.374 1.443
N2 -0.089 -0.299 1.069
N3 0.093 0.758 1.952
N4 0.673 1.730 1.185
C1 0.479 1.264 -0.051
C2 0.118 0.005 -0.180
N5 -0.217 -0.835 -1.166
C3 0.029 -0.192 -2.384
O1 0.272 1.076 -2.506
H1 -1.620 -1.424 0.320
H2 -0.310 -2.284 1.879
H3 0.957 0.596 2.582
H4 0.880 1.816 -0.942
H5 -0.244 -0.837 -3.202

This record from the Open Molecules 2025 dataset describes a 2-piece molecular cluster, C3H5N5O3 overall. The level of theory is ωB97M-V/def2-TZVPD.

Summary:
frontier orbital gap	9.97	eV
charge	0
SMILES string	NN(C=O)C=O.c1nnno1
energy above the lowest of the compared OMol25 structures with the same formula, charge and spin	0.0000	eV
HOMO energy	-10.07	eV

Element x y z (Å)
N1 0.611 -0.873 -0.142
N2 1.825 -0.159 -0.049
C1 1.927 1.217 -0.232
O1 2.961 1.841 -0.084
C2 2.982 -0.921 0.136
O2 3.003 -2.119 0.225
H1 0.305 -1.082 0.821
H2 -0.077 -0.280 -0.604
H3 0.975 1.686 -0.511
H4 3.867 -0.281 0.196
C3 -2.732 0.804 0.214
N3 -3.954 0.578 0.545
N4 -4.181 -0.690 0.068
N5 -3.192 -1.184 -0.507
O3 -2.181 -0.209 -0.459
H5 -2.141 1.672 0.383

The evaluated max |F| for the records listed, in turn: 7.4, 4.3, 10.5, 1.3 eV/Å.
The evaluated DFT total energy for the records listed, in turn: -10639.505, -12687.353, -12683.882, -16781.468 eV.